{"formula": "C6H11NO", "method": "ωB97M-V with the def2-TZVPD basis set", "symbols": ["C", "C", "C", "C", "C", "C", "H", "H", "H", "H", "H", "H", "H", "H", "H", "H", "H", "N", "O"], "positions_angstrom": [[2.58307, -0.36280, 0.05468], [1.27376, 0.18164, -0.58461], [0.07822, -0.70158, -0.44699], [-1.90875, -0.83086, 0.01343], [-1.08429, 0.23881, 0.98088], [0.02580, 0.64681, 0.09026], [2.34953, -0.57032, 1.24335], [3.15755, -1.16342, -0.55312], [3.26733, 0.62119, 0.11633], [1.65594, 0.93734, -1.20289], [0.29289, -1.56271, 0.32729], [-1.78323, -1.86114, 0.61902], [-2.88651, -0.56357, -0.36319], [-1.50548, 1.37032, 1.20966], [-0.87380, -0.29350, 1.80850], [-1.58672, 2.16661, 0.11334], [-1.21655, 0.96356, -1.58378], [-0.70817, 1.71086, -0.70524], [-1.13056, -0.92725, -1.13694]], "forces_ev_per_angstrom": [[0.78, 1.97, 2.69], [1.97, -2.10, 1.68], [2.27, -2.48, -3.35], [-0.38, -0.60, 2.04], [-2.36, 3.82, 0.15], [-2.16, 2.39, 1.26], [0.92, -0.21, -3.13], [-1.29, 1.19, 1.26], [-1.11, -2.35, -0.09], [-0.90, 0.66, -2.01], [-0.38, 1.78, -1.41], [-0.98, 2.14, -1.31], [-0.59, -0.22, 0.76], [-0.24, -3.67, 0.90], [0.86, -1.53, 3.16], [3.26, -1.86, -4.17], [1.13, 3.38, 3.37], [-2.45, -1.73, -1.55], [1.67, -0.59, -0.25]], "lowdin_charge": [-0.083, -0.192, -0.312, -0.158, -0.128, -0.444, 0.125, 0.094, 0.102, 0.117, 0.189, 0.159, 0.115, 0.117, 0.055, 0.167, 0.196, -0.012, -0.105], "charge": 0, "energy_ha": -364.886099, "e_homo_ev": -8.4626}

{"formula": "C6H11NO", "method": "ωB97M-V with the def2-TZVPD basis set", "symbols": ["C", "C", "C", "C", "C", "C", "N", "O", "H", "H", "H", "H", "H", "H", "H", "H", "H", "H", "H"], "positions_angstrom": [[0.42625, -0.62737, -0.31047], [0.95285, -1.55113, 0.73250], [-0.08355, -1.28191, -1.55652], [0.52745, 1.42276, 1.39785], [0.10209, 0.81469, 0.07831], [-1.19326, 1.31546, -0.47792], [-2.29138, 0.92759, 0.06647], [1.20159, 0.64797, -0.78884], [-3.09241, 1.38411, -0.37813], [-1.13300, 1.96499, -1.36335], [2.02695, -1.71720, 0.61376], [-0.95395, -1.90864, -1.34470], [0.78198, -1.17324, 1.74657], [0.43416, -2.51554, 0.71605], [-0.32359, -0.54792, -2.33246], [0.70290, -1.91642, -1.98307], [-0.07279, 1.02605, 2.22078], [1.58342, 1.22652, 1.60984], [0.40430, 2.50923, 1.35335]], "forces_ev_per_angstrom": [[0.56, 2.78, -0.36], [0.66, -0.04, 0.76], [-0.45, 0.05, -0.26], [-0.26, -0.24, 0.34], [0.09, -1.40, -0.53], [-1.01, -0.23, 0.24], [1.06, 0.79, -0.54], [-0.38, -1.55, 0.55], [0.16, -0.20, -0.04], [-0.08, 0.03, 0.19], [-0.07, -0.15, -0.01], [0.01, 0.04, -0.08], [0.17, 0.12, -0.20], [0.11, 0.15, -0.37], [-0.14, -0.11, 0.28], [-0.06, 0.01, 0.24], [-0.05, 0.20, -0.02], [-0.23, -0.13, -0.21], [-0.09, -0.12, 0.03]], "lowdin_charge": [-0.366, -0.019, -0.031, -0.010, -0.489, -0.165, 0.119, -0.018, 0.048, 0.129, 0.097, 0.090, 0.078, 0.091, 0.087, 0.094, 0.086, 0.092, 0.087], "charge": 0, "smiles": "[H]/N=C/[C@]1(C)OC1(C)C", "energy_ha": -365.149794, "e_homo_ev": -9.7064}

{"formula": "C6H11NO2", "method": "ωB97M-V with the def2-TZVPD basis set", "symbols": ["C", "C", "C", "C", "N", "H", "H", "H", "H", "H", "H", "H", "C", "C", "O", "O", "H", "H", "H", "H"], "positions_angstrom": [[1.32125, -0.01919, -0.01619], [1.49837, -0.22823, -1.52647], [1.52999, -1.27334, 0.81707], [0.17706, 1.02405, 0.77880], [0.23804, 1.66327, 1.75741], [2.13176, 0.67131, 0.23803], [0.91828, -1.05404, -1.94077], [0.76295, -2.01828, 0.59951], [1.28187, 0.68689, -2.08249], [2.54066, -0.47901, -1.73463], [2.48649, -1.73486, 0.56044], [1.49454, -1.03413, 1.87856], [-2.48733, 1.39815, 0.52543], [-1.33447, -0.72018, -0.47352], [-1.32533, 0.82811, -0.13485], [-1.94245, -1.46546, 0.20529], [-1.05154, -0.85004, -1.52129], [-2.82729, 0.72677, 1.31317], [-2.16890, 2.32367, 0.99749], [-3.24393, 1.55456, -0.24099]], "forces_ev_per_angstrom": [[-0.32, 2.39, 1.46], [-0.67, 0.26, 0.04], [-0.44, -0.09, -0.20], [4.41, -1.92, -0.23], [-0.68, 0.15, -0.29], [0.06, -0.23, 0.03], [-0.07, 0.03, -0.01], [-0.05, -0.10, 0.11], [-0.09, -0.11, 0.00], [0.01, 0.03, 0.25], [0.03, 0.11, 0.07], [0.08, -0.07, -0.05], [0.28, -0.82, 0.01], [-3.08, 2.50, 0.66], [-1.25, -2.65, -1.95], [0.98, 0.34, -0.19], [0.76, 0.15, 0.38], [-0.12, -0.02, -0.09], [0.21, 0.00, -0.17], [-0.05, 0.07, 0.15]], "lowdin_charge": [-0.330, -0.092, -0.086, -0.319, 0.109, 0.114, 0.057, 0.066, 0.086, 0.083, 0.082, 0.084, -0.043, -0.160, -0.227, 0.161, 0.144, 0.092, 0.084, 0.093], "charge": 0, "energy_ha": -440.305075, "e_homo_ev": -8.7607}

What maximum force values result from the calculations? In sequence: 5.61, 2.86, 4.82 eV Å⁻¹.
What relative energy (zero: lowest compared OMol25 entry of this formula, charge and spin) values result from the calculations? In sequence: 906.8, 214.4, 478.3 kJ/mol.